Record 1
Computed, not measured: 11 unconnected molecules or ions with the total composition C48H123N5O16 in a non-equilibrium geometry, with wB97M-V/def2-TZVPD.

Its calculated total energy is -91969.4758 eV. The value obtained for the LUMO energy is 0.5 eV. The spin multiplicity is 1. Its SMILES is COCCNCCOC.COCCNCCOC.COCCNCCOC.COCCNCCOC.COCCNCCOC.CC(C)O.CC(C)O.CC(C)O.CC(C)O.CC(C)O.CC(C)O. The HOMO energy comes out at -8.59 eV. The energy above the lowest of the compared OMol25 structures with the same formula, charge and spin comes out at 6.812 eV.

Each line ends with the Löwdin charge.
Geometry (Å):
C 2.407407 0.332613 -2.675044  -0.07
O 2.841927 0.118763 -4.036224  -0.18
C 4.180337 0.512783 -4.154654  -0.23
C 4.789287 0.575013 -5.618944  -0.16
N 4.874667 -0.745367 -6.265804  -0.09
C 5.267667 -0.625337 -7.658364  -0.20
C 4.805137 -1.945587 -8.375224  -0.22
O 3.425267 -1.869537 -8.700354  -0.20
C 2.852937 -3.149617 -9.094474  -0.08
H 2.563747 1.342303 -2.295344  0.08
H 3.033787 -0.281907 -2.028424  0.07
H 1.470407 -0.162727 -2.420554  0.07
H 4.881027 -0.037777 -3.526954  0.10
H 4.187257 1.545013 -3.804574  0.11
H 5.789827 1.004293 -5.566474  0.12
H 4.149347 1.173103 -6.267684  0.11
H 3.944417 -1.127567 -6.358824  0.10
H 6.355427 -0.566697 -7.620264  0.12
H 4.861057 0.197903 -8.245764  0.12
H 5.078807 -2.766827 -7.712814  0.11
H 5.317037 -2.059457 -9.330784  0.12
H 2.844857 -3.996697 -8.408554  0.07
H 3.266937 -3.398247 -10.071664  0.08
H 1.812297 -2.866687 -9.252944  0.09
C -0.529213 0.770033 9.367636  -0.11
O -0.129443 -0.593467 9.214416  -0.20
C -1.137403 -1.631457 9.457986  -0.20
C -1.098943 -2.746697 8.444756  -0.20
N -1.759093 -2.372377 7.146926  -0.04
C -1.664823 -3.439047 6.168036  -0.23
C -0.249173 -3.686537 5.585116  -0.22
O 0.362157 -2.425237 5.339326  -0.20
C 0.251737 -1.918997 3.980046  -0.06
H -1.028003 0.937873 10.322166  0.08
H -1.274943 0.995023 8.605166  0.08
H 0.383767 1.361723 9.300756  0.09
H -2.171893 -1.291107 9.503816  0.12
H -0.872013 -2.097207 10.407066  0.11
H -1.547933 -3.670097 8.810586  0.12
H -0.039913 -2.973957 8.322616  0.11
H -1.219623 -1.634437 6.717366  0.09
H -2.285513 -3.200487 5.304366  0.10
H -2.046733 -4.385007 6.551976  0.11
H -0.436043 -4.318007 4.716546  0.11
H 0.408217 -4.103577 6.348026  0.11
H -0.799293 -1.710597 3.780036  0.07
H 0.603917 -2.625407 3.228346  0.07
H 0.797087 -0.992307 3.801346  0.08
C 1.993147 -2.775237 -0.092504  -0.08
O 1.352507 -1.522977 -0.191014  -0.19
C -0.057993 -1.593107 -0.152074  -0.20
C -0.730833 -0.318787 -0.616144  -0.16
N -0.234073 0.910473 0.034416  -0.06
C -0.810793 2.047233 -0.638804  -0.17
C 0.140487 3.353953 -0.424584  -0.17
O 1.301437 3.207553 -1.225164  -0.18
C 2.258857 4.173203 -0.911694  -0.13
H 3.046497 -2.673327 -0.353594  0.08
H 1.572487 -3.591467 -0.679804  0.07
H 1.805717 -3.138627 0.917906  0.07
H -0.240623 -1.907927 0.875366  0.11
H -0.389733 -2.451037 -0.736894  0.10
H -1.814293 -0.324167 -0.497064  0.13
H -0.528003 -0.270757 -1.686024  0.11
H 0.746527 0.993913 -0.192644  0.11
H -1.786863 2.287203 -0.217164  0.09
H -1.004563 1.864503 -1.695764  0.12
H 0.351907 3.669593 0.597066  0.11
H -0.545563 4.138163 -0.744644  0.10
H 1.915077 5.201793 -1.020864  0.09
H 3.124567 4.139133 -1.573114  0.07
H 2.673837 4.093293 0.093056  0.09
C 2.376467 -5.134527 3.565596  -0.07
O 2.220337 -5.321167 2.136706  -0.20
C 1.432117 -6.475807 1.866596  -0.24
C 0.784047 -6.502667 0.525296  -0.21
N -0.202793 -5.454177 0.515496  -0.06
C -0.922433 -5.438557 -0.763614  -0.20
C -2.143143 -6.344387 -0.833094  -0.23
O -1.736303 -7.559547 -1.404144  -0.19
C -2.728013 -8.576637 -1.268454  -0.10
H 2.873817 -4.186307 3.769626  0.10
H 2.976627 -5.991597 3.871116  0.08
H 1.432877 -5.381737 4.052036  0.06
H 0.664567 -6.645717 2.621636  0.12
H 2.095247 -7.339277 1.919366  0.12
H 0.213407 -7.419917 0.379976  0.12
H 1.476337 -6.468437 -0.315934  0.12
H 0.075547 -4.524077 0.793956  0.08
H -0.167883 -5.565157 -1.539974  0.11
H -1.418103 -4.467787 -0.760264  0.11
H -2.988953 -5.878507 -1.338714  0.12
H -2.451023 -6.536107 0.194796  0.12
H -2.952553 -8.758917 -0.217514  0.08
H -2.343513 -9.510257 -1.679084  0.09
H -3.673943 -8.320767 -1.745784  0.08
C -7.573563 5.321203 -2.575604  -0.09
O -7.013133 3.960313 -2.599334  -0.20
C -5.973463 3.838393 -1.532824  -0.18
C -5.534033 2.382533 -1.373294  -0.21
N -6.309243 1.636573 -0.413394  -0.07
C -7.507513 1.063483 -1.021504  -0.21
C -8.399393 0.587543 0.175706  -0.16
O -8.589013 1.863073 0.861866  -0.21
C -9.388063 1.636323 1.970236  -0.14
H -8.222263 5.402533 -3.447774  0.08
H -6.836503 6.124193 -2.581374  0.08
H -8.264793 5.467163 -1.745534  0.08
H -6.187023 4.262053 -0.551494  0.11
H -5.128483 4.384823 -1.951794  0.11
H -4.589353 2.466443 -0.836044  0.10
H -5.502913 1.901733 -2.351034  0.13
H -6.689953 2.283903 0.261966  0.08
H -7.292143 0.282683 -1.750934  0.11
H -7.996673 1.806803 -1.651034  0.11
H -7.826833 -0.179507 0.697146  0.12
H -9.337223 0.205113 -0.227204  0.12
H -10.385793 1.275063 1.721036  0.09
H -9.441563 2.621813 2.432896  0.09
H -8.858783 1.023393 2.699806  0.09
C -5.183563 6.775313 1.481416  -0.06
C -3.818113 6.164693 1.338626  -0.52
C -2.776873 7.030063 0.567126  -0.03
O -3.284803 6.074763 2.616426  -0.06
H -5.106763 7.475403 2.313336  0.09
H -5.902123 5.994033 1.729136  0.08
H -5.454303 7.366263 0.606446  0.08
H -4.001743 5.210973 0.843866  0.12
H -1.930613 6.485903 0.147796  0.06
H -2.551543 7.998713 1.013256  0.09
H -3.277753 7.325243 -0.354874  0.06
H -3.836713 5.558703 3.208596  0.09
C 0.910597 -4.291927 -6.059954  -0.05
C 0.207847 -4.009537 -4.683094  -0.49
C 1.207097 -3.540057 -3.667814  -0.04
O -0.645573 -2.966597 -4.988044  -0.04
H 0.146857 -4.430917 -6.825134  0.08
H 1.710547 -5.032277 -6.052154  0.08
H 1.483877 -3.426787 -6.393064  0.06
H -0.341583 -4.906787 -4.398214  0.14
H 2.133417 -4.114377 -3.681284  0.06
H 0.771097 -3.605797 -2.670974  0.05
H 1.452387 -2.515707 -3.948214  0.08
H -0.112883 -2.444737 -5.592614  0.08
C 2.217227 1.872773 5.218146  -0.04
C 2.507887 2.925073 4.092346  -0.49
C 3.819817 3.656893 4.299616  -0.05
O 2.468257 2.202153 2.878816  -0.07
H 1.232067 1.474713 4.975036  0.06
H 2.283247 2.296263 6.220346  0.07
H 2.967927 1.083173 5.250966  0.08
H 1.609007 3.538603 4.031536  0.12
H 3.914167 3.979633 5.336456  0.08
H 4.041107 4.443453 3.578196  0.08
H 4.582747 2.885653 4.193636  0.08
H 1.589377 1.899793 2.638506  0.05
C -1.712263 2.838933 3.068056  -0.04
C -1.745183 1.333803 3.441636  -0.47
C -3.052523 0.779943 2.923646  -0.06
O -0.666733 0.799773 2.700496  -0.10
H -0.710993 3.226263 3.256576  0.07
H -2.433963 3.185143 3.807906  0.07
H -2.095193 2.994013 2.059386  0.07
H -1.660603 1.080043 4.498306  0.14
H -3.959233 1.126003 3.419846  0.08
H -2.933223 -0.284417 3.126166  0.07
H -3.214433 0.701223 1.848616  0.08
H -0.786143 0.960173 1.761556  0.02
C 5.434517 -2.822227 -1.783394  -0.05
C 5.931557 -2.978577 -3.267494  -0.42
C 4.730407 -3.241647 -4.198294  -0.06
O 6.654077 -1.817427 -3.743474  -0.07
H 6.099297 -2.291177 -1.102094  0.08
H 5.269137 -3.769417 -1.269994  0.07
H 4.463007 -2.328117 -1.772094  0.04
H 6.645937 -3.801147 -3.301164  0.13
H 4.267447 -4.073307 -3.667144  0.07
H 4.991377 -3.499687 -5.224644  0.07
H 4.121457 -2.339217 -4.252054  0.06
H 6.147277 -1.348517 -4.410474  0.02
C 5.216397 6.198223 -1.529464  -0.05
C 5.115307 7.657163 -1.139724  -0.57
C 3.843207 8.248283 -1.673244  -0.06
O 5.272047 7.824953 0.211706  -0.01
H 4.807057 5.614723 -0.704804  0.07
H 6.259717 5.936793 -1.706204  0.08
H 4.536247 5.978783 -2.352474  0.07
H 5.865297 8.217653 -1.697814  0.13
H 3.028627 7.682253 -1.221404  0.07
H 3.746767 8.262563 -2.758874  0.09
H 3.656607 9.283053 -1.385954  0.08
H 6.133507 7.453813 0.416016  0.10

Atomic forces in eV per Å
C 1.2 -1.4 0.3
O -0.7 -0.4 0.2
C 1.0 1.3 -1.2
C -1.7 -1.0 0.8
N -0.4 0.5 0.1
C 0.3 -1.9 -0.5
C 0.8 1.2 -0.3
O -0.2 -1.3 1.2
C -0.5 1.9 -0.7
H -0.6 0.3 -0.5
H 0.6 -0.1 0.1
H -0.5 0.7 -0.9
H -0.2 -0.4 0.3
H 0.5 0.4 0.1
H 0.0 0.1 0.1
H 0.0 0.7 0.2
H -0.5 0.0 0.7
H 0.1 0.0 -0.7
H -0.2 0.4 0.3
H -0.3 -0.3 0.0
H 0.5 -0.1 0.0
H 0.7 0.3 0.4
H 0.2 -0.4 0.1
H -0.1 -0.3 -0.1
C -0.5 -1.2 0.0
O -0.8 -0.8 -0.1
C 0.4 0.3 0.3
C 0.4 0.7 -1.5
N 0.4 -0.7 0.9
C 0.3 -0.3 -0.5
C -0.7 1.1 1.1
O 0.7 0.4 -1.6
C -0.7 -0.4 0.6
H 0.2 0.0 0.3
H 0.2 0.4 -0.3
H -0.3 0.1 -0.1
H 0.1 0.7 0.1
H -0.1 0.2 0.3
H -0.3 0.2 0.2
H 0.3 -0.2 -0.3
H 0.2 0.5 0.3
H -0.3 0.2 0.0
H -0.1 0.0 0.2
H 0.7 -0.1 -0.2
H -0.1 -0.6 -0.3
H -0.1 0.1 -0.2
H 0.1 -0.4 0.1
H 0.1 -0.1 0.7
C -0.5 -0.2 0.8
O 0.3 0.8 -1.6
C 0.3 -1.0 1.2
C 0.7 0.1 0.1
N -0.1 -0.7 -0.8
C 1.1 2.2 1.1
C -2.2 -1.4 -1.1
O -0.6 0.0 0.4
C 1.1 0.9 0.0
H -0.2 0.1 0.4
H -0.3 0.3 -0.7
H 0.7 -0.1 0.4
H -0.8 0.4 0.5
H -0.2 0.1 -0.5
H 0.0 -0.4 0.1
H -0.2 0.1 -0.3
H 0.5 -0.4 0.3
H -0.1 0.1 0.2
H 0.4 0.2 -0.4
H 0.3 -0.9 0.4
H 0.3 0.6 -0.7
H -0.6 0.1 0.0
H -0.2 -0.6 -0.3
H -0.2 -0.3 0.3
C 0.2 -1.8 -1.3
O -1.0 0.7 0.2
C 1.3 -1.2 0.4
C -0.5 1.0 0.4
N -1.3 -0.4 -0.8
C -0.7 1.5 1.4
C 1.1 -0.6 0.5
O -0.7 -1.1 -0.5
C 0.4 0.1 0.2
H -0.4 -0.1 0.0
H 0.7 0.2 0.4
H -0.2 1.0 0.2
H -0.2 0.3 0.2
H 0.2 -0.3 0.2
H 0.2 -0.3 0.3
H 0.5 0.3 -0.1
H 0.5 -0.3 -0.1
H -0.6 0.0 -0.7
H 0.5 0.5 -0.6
H 0.0 0.0 -0.5
H -0.2 0.1 0.3
H 0.0 0.1 0.3
H 0.1 0.2 -0.2
H 0.0 0.2 -0.3
C -0.4 -1.4 -0.4
O 0.3 1.7 2.1
C -0.1 -0.4 -2.4
C 0.0 1.2 1.1
N -0.8 -1.0 -0.7
C -0.5 -0.4 0.5
C 1.2 2.1 -2.6
O -0.1 -2.3 -0.8
C 0.2 1.4 1.2
H 0.3 0.0 -0.2
H 0.3 -0.2 0.0
H 0.3 -0.2 0.5
H -0.7 0.2 -0.1
H 0.3 0.2 0.2
H 0.8 -0.1 -0.9
H 0.4 -0.1 0.2
H 0.3 0.1 0.3
H 0.4 -0.5 0.4
H -0.6 0.3 0.3
H -0.2 0.2 0.7
H -0.2 0.0 0.4
H 0.0 -0.2 0.1
H -0.6 0.0 0.2
H -0.3 -0.5 0.0
C 0.0 1.0 -0.1
C 0.7 1.2 -0.6
C -1.7 -0.3 -1.4
O 1.1 -0.9 1.3
H -0.3 0.1 0.0
H -0.3 0.2 -0.1
H -0.4 -0.3 -0.1
H 0.7 -0.4 -0.1
H 0.3 0.0 0.9
H 0.3 -0.4 0.6
H -0.3 0.1 -0.3
H -0.2 -0.1 0.0
C 0.3 0.0 0.6
C 1.9 -1.0 -2.1
C 0.2 -0.4 0.4
O -1.6 0.9 0.1
H 0.1 -0.5 0.0
H -0.5 -0.6 0.1
H -0.1 0.7 0.3
H -0.2 0.2 0.2
H -0.1 -0.1 0.1
H 0.1 0.4 0.0
H 0.1 0.1 0.4
H -0.4 0.6 -0.1
C 0.6 0.9 -0.3
C -1.5 -1.3 0.9
C 0.0 -0.9 -0.2
O 1.5 0.0 -1.2
H 0.0 -0.3 0.4
H -0.5 0.3 0.0
H 0.0 -0.2 -0.5
H 0.2 0.9 0.5
H -0.2 0.4 -0.1
H -0.2 0.1 0.1
H 0.3 0.0 -0.2
H -0.4 0.0 0.4
C -0.7 -1.0 2.3
C 0.0 1.8 -3.0
C -0.2 -2.1 0.4
O 0.6 -1.3 1.7
H -0.2 0.3 -0.2
H 0.0 1.2 -0.2
H 0.2 0.0 0.1
H 0.4 0.3 0.0
H 0.1 0.2 0.0
H -0.5 -0.4 0.4
H 0.3 1.0 -0.3
H 0.2 0.1 -0.9
C 0.0 0.1 -0.6
C -0.1 1.1 -0.2
C 0.9 -0.3 1.1
O 0.3 -0.4 1.0
H 0.3 0.3 -0.5
H 0.0 -0.4 -0.4
H 0.1 0.3 -0.1
H 0.0 -0.1 -0.1
H -0.7 0.0 -0.6
H 0.2 -0.2 0.2
H -0.3 -0.2 0.3
H -0.3 -0.3 -0.3
C -0.4 -0.2 0.3
C 0.2 0.4 -2.7
C -1.4 0.4 0.9
O 0.0 0.5 1.4
H 0.2 -0.1 0.2
H -0.2 -0.4 -0.2
H 0.5 -0.1 -0.4
H 0.7 0.0 0.1
H -0.4 -0.1 -0.3
H 0.3 -0.5 0.0
H 0.4 0.1 0.3
H 0.1 0.0 0.4


Record 2
Computed, not measured: a molecular structure, C9H18CoOP in a non-equilibrium geometry, with wB97M-V/def2-TZVPD.

The expectation value of S² is 3.821. Its calculated total energy is -58581.5334 eV. The value obtained for the LUMO energy (spin up / spin down) is 3.1 / 3.0 eV. The spin multiplicity is 4. The HOMO energy (spin up / spin down) comes out at -0.42 / -2.09 eV. As for the charge: -1.

Each line ends with the Mulliken spin population.
Geometry (Å):
C 0.419907 1.014283 -2.881433  0.34
C 0.195207 0.319583 -4.052433  -0.18
C -0.128093 -1.057117 -4.095733  0.35
C -0.229693 -1.910817 -2.972133  -0.25
C -0.055993 -1.484317 -1.671233  0.37
Co 0.125107 0.404183 -0.979033  2.16
P 0.262907 2.696383 -0.230133  0.01
H 0.762807 2.051583 -3.030833  0.01
H 0.324107 0.833683 -5.012933  0.00
H -0.247993 -1.514117 -5.086333  0.04
H -0.065293 -2.296017 -0.925133  0.03
H -0.401693 -2.976617 -3.167533  0.00
H -0.820793 3.237083 0.505567  0.02
H 0.400707 3.685983 -1.234233  0.00
H 1.335307 3.059083 0.622867  0.03
C -1.681393 0.761583 2.709867  -0.02
C -0.286693 0.782583 2.098367  0.04
O -0.150093 -0.130417 0.971767  0.07
C 0.120407 -1.466017 1.479767  0.03
C 1.259207 -1.624817 2.523067  -0.01
H -2.432193 1.075183 1.957367  0.00
H -1.711293 1.476983 3.562967  0.00
H -1.925993 -0.246117 3.099367  0.00
H -0.036793 1.809683 1.957167  -0.02
H 0.469807 0.638883 2.880067  -0.01
H -0.816093 -1.949317 1.836167  -0.01
H 0.630307 -2.087617 0.777567  -0.02
H 1.043207 -1.208117 3.524767  0.00
H 1.439607 -2.707117 2.712567  0.00
H 2.201507 -1.188217 2.119867  0.00

Atomic forces in eV per Å
C 0.0 0.5 0.9
C 0.1 -0.1 0.1
C -0.1 0.0 -0.4
C 0.2 0.1 0.4
C 0.0 0.0 0.8
Co 0.3 0.7 -2.4
P -0.2 -1.5 -0.7
H 0.0 0.1 -0.6
H 0.0 -0.2 -0.1
H 0.0 0.1 0.2
H -0.3 -0.5 -0.5
H 0.0 0.1 -0.2
H 0.2 0.6 0.1
H 0.0 0.0 0.3
H -0.1 0.6 0.1
C -0.2 -0.1 0.2
C -0.2 -0.5 1.2
O 0.7 -0.2 2.9
C 0.6 -0.5 1.3
C -0.1 0.5 0.9
H 0.3 -0.3 0.4
H 0.0 -0.4 -0.5
H -0.1 0.5 -0.2
H -0.1 0.6 -1.5
H -0.1 -1.0 -0.1
H 0.5 0.3 -0.3
H -0.9 0.1 -1.6
H 0.2 0.0 -0.4
H -0.2 0.6 -0.4
H -0.6 -0.2 0.3